The following is a quantum chemistry calculation of a 9-piece molecular cluster, C35H55N7O6 overall in a non-equilibrium geometry, from the Open Molecules 2025 dataset.

```
103
Properties=species:S:1:pos:R:3:forces:R:3:lowdin_charge:R:1
O 18.970 13.574 -6.100 -1.566 0.495 -2.819 0.103
C 18.451 14.140 -7.078 3.422 -2.065 7.206 -0.617
O 18.756 15.398 -7.281 0.031 0.639 -0.789 0.105
C 18.263 15.618 -8.556 -1.022 2.553 -2.078 -0.146
C 17.113 14.605 -8.750 0.992 2.585 -0.696 -0.104
O 17.531 13.666 -7.834 -1.288 -2.986 -0.787 0.112
H 17.898 16.643 -8.628 0.001 0.045 0.015 0.134
H 19.052 15.530 -9.304 0.112 -0.359 -0.007 0.133
H 17.161 14.313 -9.799 -0.540 -0.631 0.290 0.137
H 16.169 15.043 -8.427 -0.177 -0.236 -0.310 0.138
O 7.440 14.961 -11.337 3.078 -0.739 3.334 0.091
C 8.373 14.859 -10.500 -4.486 0.726 -3.544 -0.570
O 8.267 14.491 -9.229 0.094 0.184 1.502 0.090
C 9.509 14.846 -8.562 0.638 -1.313 -0.309 -0.098
C 10.456 14.921 -9.705 1.392 1.147 -0.233 -0.146
O 9.599 15.184 -10.801 2.045 0.304 -0.980 0.093
H 9.550 15.809 -8.054 -0.996 -0.282 0.303 0.138
H 9.929 14.008 -8.006 -1.019 0.188 0.896 0.136
H 11.139 14.082 -9.837 -0.634 -0.497 -0.428 0.133
H 11.138 15.749 -9.514 -0.077 0.324 -0.519 0.130
C 11.557 19.754 -6.527 -0.089 -0.529 1.535 -0.084
C 12.225 20.110 -7.681 -0.797 0.386 -0.255 -0.093
C 13.241 19.330 -8.163 0.286 -1.618 1.460 -0.116
N 13.705 18.233 -7.431 -0.319 1.606 -2.090 0.044
C 13.084 17.956 -6.310 -0.099 0.542 0.849 -0.192
C 12.004 18.681 -5.779 0.281 -0.491 -0.990 -0.061
H 10.713 20.319 -6.161 -0.057 0.207 -0.140 0.105
H 11.813 20.976 -8.177 0.406 0.049 -0.506 0.106
H 13.644 19.546 -9.142 0.510 -0.214 0.105 0.096
H 13.498 17.165 -5.702 0.084 -0.374 -0.100 0.098
H 11.550 18.286 -4.883 -0.170 0.396 0.115 0.101
C 16.671 10.558 -1.262 -1.125 0.567 -0.176 -0.097
C 15.244 10.240 -1.838 -0.191 0.642 -0.342 -0.239
C 14.699 11.000 -3.106 1.043 1.988 1.664 -0.160
C 14.942 12.491 -2.926 0.166 -2.510 -0.706 -0.240
N 15.151 13.594 -2.741 0.107 1.239 0.205 0.129
H 17.394 11.000 -1.948 0.170 -0.901 -0.395 0.071
H 16.977 9.696 -0.669 0.510 0.000 -0.456 0.067
H 16.602 11.374 -0.542 -0.437 0.028 0.163 0.064
H 14.580 10.464 -1.003 -0.310 -0.350 -0.145 0.099
H 15.102 9.212 -2.170 0.345 -0.262 0.619 0.094
H 13.610 10.992 -3.158 0.061 -0.837 -0.244 0.104
H 15.216 10.594 -3.975 -0.336 0.423 -0.207 0.110
C 13.914 28.761 -11.789 -0.844 0.220 -1.219 -0.121
C 13.309 27.582 -11.034 -0.590 0.387 1.047 -0.259
C 12.001 26.935 -11.650 0.697 -0.547 1.412 -0.150
C 11.347 25.988 -10.633 1.236 0.611 -1.050 -0.218
N 10.935 25.267 -9.838 -0.049 0.237 -0.225 0.117
H 14.246 28.347 -12.741 0.057 0.387 -0.311 0.071
H 14.732 29.378 -11.416 0.281 -0.876 0.816 0.071
H 13.184 29.548 -11.980 -0.436 -0.203 -0.299 0.067
H 12.980 27.889 -10.041 0.458 0.018 0.241 0.099
H 14.105 26.843 -10.945 -0.355 -0.321 0.232 0.107
H 12.350 26.380 -12.521 -0.770 -0.064 -0.189 0.108
H 11.223 27.673 -11.845 0.309 0.104 -0.466 0.107
C 19.478 20.660 -4.455 -0.555 0.174 0.767 -0.096
C 19.136 19.508 -3.403 2.074 1.420 -2.174 -0.228
C 17.750 18.951 -3.623 -0.290 -0.697 0.992 -0.213
C 16.629 19.657 -3.006 -1.477 1.984 1.067 -0.219
N 15.785 20.288 -2.501 1.660 -1.447 -1.068 0.129
H 20.526 20.863 -4.675 0.221 -0.624 0.332 0.059
H 19.121 21.641 -4.142 -0.373 -0.053 0.207 0.062
H 19.001 20.466 -5.415 -0.055 -0.223 0.013 0.061
H 19.487 19.771 -2.405 -0.868 0.225 0.174 0.110
H 19.851 18.729 -3.670 -0.228 -0.415 -0.086 0.097
H 17.768 17.976 -3.136 -0.311 -0.310 -0.259 0.119
H 17.522 18.818 -4.681 0.177 -0.066 0.014 0.118
C 10.476 20.316 -14.701 -0.585 -0.200 1.203 -0.115
C 11.746 19.433 -14.566 -2.409 0.129 -2.624 -0.258
C 13.059 20.165 -14.398 -0.252 -0.036 0.875 -0.195
C 13.057 21.610 -14.717 -0.600 4.500 -1.988 -0.199
N 12.974 22.755 -15.068 0.515 -5.310 1.800 0.124
H 10.213 20.724 -13.725 0.030 0.400 0.021 0.071
H 9.584 19.758 -14.983 0.209 -0.579 0.042 0.067
H 10.466 21.126 -15.430 0.820 0.011 0.073 0.069
H 11.714 18.920 -15.528 0.597 -0.145 -0.247 0.097
H 11.604 18.597 -13.882 0.119 0.470 0.495 0.108
H 13.778 19.608 -14.998 0.501 0.454 0.399 0.117
H 13.196 20.048 -13.323 1.057 0.335 -0.029 0.114
C 20.700 21.667 -10.043 0.322 0.031 -0.784 -0.112
C 20.837 22.265 -11.464 -0.706 0.193 2.156 -0.272
C 19.993 21.569 -12.533 0.948 0.039 0.440 -0.188
C 18.599 21.338 -12.063 2.050 0.840 -1.068 -0.224
N 17.573 21.214 -11.585 -1.117 -0.290 0.382 0.146
H 21.589 21.931 -9.471 -0.083 -0.178 0.141 0.068
H 20.634 20.587 -10.173 -0.053 -0.114 0.580 0.071
H 19.829 22.078 -9.532 -0.046 -0.349 -0.027 0.072
H 21.903 22.302 -11.687 -0.232 0.036 -0.609 0.108
H 20.427 23.267 -11.343 0.440 0.334 -0.456 0.106
H 20.466 20.619 -12.783 -0.257 -0.148 -0.075 0.112
H 20.205 22.264 -13.345 -1.282 -0.416 -0.678 0.113
C 6.272 23.184 -6.052 -1.336 0.719 0.852 -0.085
C 5.610 22.435 -4.883 -1.094 -0.925 -0.509 -0.269
C 4.867 23.329 -3.859 1.542 0.391 0.118 -0.179
C 5.957 24.020 -3.123 -1.147 -0.431 0.390 -0.251
N 6.814 24.572 -2.602 0.379 0.177 0.135 0.143
H 7.261 22.888 -6.399 -0.246 -0.043 0.243 0.076
H 6.232 24.210 -5.684 0.894 0.338 -0.491 0.062
H 5.522 23.179 -6.843 0.449 -0.099 -0.436 0.071
H 6.253 21.735 -4.349 0.180 0.284 0.108 0.108
H 4.810 21.812 -5.283 0.091 -0.312 -0.191 0.094
H 4.197 22.710 -3.263 0.386 0.167 0.446 0.113
H 4.264 24.154 -4.238 -0.097 -0.263 -0.669 0.116
```
Forces are in eV/Å.

Computed properties:
**SMILES string**: O=C1OCCO1.O=C1OCCO1.c1ccncc1.CCCC#N.CCCC#N.CCCC#N.CCCC#N.CCCC#N.CCCC#N
**Orbital gap**: 0.3613 hartree
**HOMO**: -9.81 eV
**LUMO energy**: 0.0 eV